Version one
{
  "formula": "C23H27FN2O2",
  "method": "the ωB97M-V functional and the def2-TZVPD basis",
  "homo_energy_ha": -0.3191,
  "smiles": "O=C(NCCc1cccc(F)c1)[C@@H]1CCC(=O)N(CCCc2ccccc2)C1",
  "charge": 0,
  "elements": ["O", "C", "N", "C", "C", "C", "C", "C", "C", "C", "F", "C", "C", "C", "C", "C", "O", "N", "C", "C", "C", "C", "C", "C", "C", "C", "C", "C", "H", "H", "H", "H", "H", "H", "H", "H", "H", "H", "H", "H", "H", "H", "H", "H", "H", "H", "H", "H", "H", "H", "H", "H", "H", "H", "H"],
  "positions_angstrom": [[-1.0632, 0.6455, -1.6640], [-0.8013, -0.1027, -0.7456], [-1.3614, 0.0168, 0.4763], [-2.4053, 0.9722, 0.7581], [-3.8051, 0.3409, 0.6411], [-3.9451, -0.7989, 1.6063], [-4.3727, -0.5827, 2.9112], [-4.4462, -1.6269, 3.8166], [-4.0844, -2.9092, 3.4405], [-3.6574, -3.1126, 2.1417], [-3.2922, -4.3544, 1.7553], [-3.5827, -2.0840, 1.2220], [0.1606, -1.2880, -0.8739], [1.1742, -1.3493, 0.2786], [2.4962, -1.9355, -0.2133], [3.0856, -1.0215, -1.2710], [4.2529, -0.6827, -1.2870], [2.1687, -0.6001, -2.1681], [2.5464, 0.2808, -3.2528], [1.8551, 1.6469, -3.1967], [2.5599, 2.6530, -2.2777], [2.3740, 2.3615, -0.8160], [3.4270, 1.9059, -0.0342], [3.2479, 1.6595, 1.3161], [2.0155, 1.8814, 1.9064], [0.9621, 2.3481, 1.1366], [1.1398, 2.5818, -0.2147], [0.8792, -1.2447, -2.2320], [-1.1710, -0.6774, 1.1799], [-2.3072, 1.7776, 0.0278], [-2.2607, 1.3683, 1.7665], [-4.5499, 1.1095, 0.8491], [-3.9407, -0.0108, -0.3823], [-4.6567, 0.4130, 3.2178], [-4.7866, -1.4435, 4.8242], [-4.1323, -3.7377, 4.1286], [-3.2544, -2.2907, 0.2147], [-0.4649, -2.1889, -0.8592], [1.3653, -0.3439, 0.6584], [0.7892, -1.9574, 1.1003], [3.2127, -2.0197, 0.6036], [2.3391, -2.9306, -0.6373], [3.6307, 0.4016, -3.1913], [2.3038, -0.2133, -4.2011], [0.8204, 1.5219, -2.8735], [1.8445, 2.0580, -4.2085], [2.1511, 3.6455, -2.4878], [3.6254, 2.6693, -2.5150], [4.3918, 1.7293, -0.4840], [4.0750, 1.2973, 1.9088], [1.8765, 1.6984, 2.9628], [0.0023, 2.5394, 1.5949], [0.3150, 2.9445, -0.8107], [1.0008, -2.2689, -2.6118], [0.2527, -0.6918, -2.9349]]
}

---

Version two
{
  "formula": "C23H27FN2O2",
  "method": "the ωB97M-V functional and the def2-TZVPD basis",
  "homo_energy_ha": -0.2905,
  "smiles": "O=C(Nc1cccc(-c2cccc(F)c2)c1)C1CCN(C[C@@H]2CCOC2)CC1",
  "charge": 0,
  "elements": ["O", "C", "N", "C", "C", "C", "C", "C", "C", "C", "C", "C", "C", "F", "C", "C", "C", "C", "C", "N", "C", "C", "C", "C", "O", "C", "C", "C", "H", "H", "H", "H", "H", "H", "H", "H", "H", "H", "H", "H", "H", "H", "H", "H", "H", "H", "H", "H", "H", "H", "H", "H", "H", "H", "H"],
  "positions_angstrom": [[-2.9711, -3.3982, -0.5107], [-2.6251, -2.2985, -0.1737], [-1.3788, -1.6989, 0.0284], [-0.2484, -2.4385, -0.1760], [-0.1314, -3.8601, -0.8382], [1.0587, -4.2843, -0.8243], [2.1502, -3.5861, -0.3942], [2.0842, -2.1630, -0.1374], [3.2222, -1.1597, 0.3221], [3.2465, -0.6014, 1.5772], [4.4013, 0.2118, 1.6031], [5.5172, 0.3478, 0.9085], [5.4753, -0.7120, -0.3755], [6.4726, -0.4626, -0.9959], [4.2679, -1.2391, -0.6630], [0.7767, -1.6556, 0.1073], [-3.8188, -1.2821, 0.1495], [-3.6891, -0.7413, 1.4856], [-3.2546, 1.0650, 1.2382], [-2.3822, 0.9826, 0.3161], [-1.6850, 2.5598, 0.2234], [-0.4926, 2.5162, -0.9098], [0.7797, 1.9081, 0.0705], [1.6715, 3.1816, -0.1209], [1.1611, 3.9701, -1.0739], [-0.1810, 3.8529, -0.8824], [-2.8548, 0.6300, -1.0245], [-4.0611, -0.1858, -1.0319], [-1.5000, -0.6420, 0.1048], [-1.0924, -4.2060, -0.7753], [1.2178, -5.0753, -1.2300], [3.1045, -3.7816, -0.5592], [2.5236, -0.7617, 2.1942], [4.3874, 0.7763, 2.7081], [6.4632, 0.9835, 1.0031], [4.3303, -1.9242, -1.5582], [0.7455, -0.7433, 0.6178], [-4.6921, -1.9826, 0.3253], [-2.7552, -1.0041, 1.9884], [-4.5599, -0.6506, 2.1608], [-4.1539, 1.5671, 1.0062], [-2.8242, 1.3312, 2.1409], [-1.3893, 2.6943, 1.1026], [-2.6197, 3.1655, -0.0675], [-0.6181, 1.9445, -1.6800], [1.1060, 1.1203, -0.8171], [0.7325, 1.4037, 0.8601], [1.9675, 3.4132, 0.9492], [2.6358, 2.8406, -0.3390], [-0.7038, 4.5314, -1.8432], [-0.2409, 4.4920, -0.0115], [-3.2579, 1.4475, -1.6395], [-2.1352, 0.1488, -1.7024], [-5.0233, 0.2393, -0.9294], [-4.1594, -0.7863, -1.9074]]
}

---

Verdict on stability: version two comes out at the bottom.

---

Version one
{
  "formula": "C24H27N3O2S",
  "method": "the ωB97M-V functional and the def2-TZVPD basis",
  "homo_energy_ha": -0.2765,
  "smiles": "COc1ccc(CCN(Cc2ccccn2)C(=S)Nc2ccccc2C)cc1OC",
  "charge": 0,
  "elements": ["C", "O", "C", "C", "C", "C", "C", "C", "N", "C", "C", "C", "C", "C", "C", "N", "C", "S", "N", "C", "C", "C", "C", "C", "C", "C", "C", "C", "O", "C", "H", "H", "H", "H", "H", "H", "H", "H", "H", "H", "H", "H", "H", "H", "H", "H", "H", "H", "H", "H", "H", "H", "H", "H", "H", "H", "H"],
  "positions_angstrom": [[3.2522, 0.4280, 2.6287], [3.4122, -0.6492, 1.7401], [2.2942, -1.2320, 1.2094], [0.9990, -0.8725, 1.5525], [-0.0923, -1.5039, 0.9803], [0.0783, -2.5146, 0.0508], [-1.0918, -3.0914, -0.6927], [-1.2502, -2.3622, -2.0436], [-1.4223, -0.9367, -1.8785], [-2.7697, -0.4251, -1.7281], [-3.2725, -0.3843, -0.3034], [-4.1129, -1.3637, 0.2136], [-4.5015, -1.2768, 1.5407], [-4.0439, -0.2156, 2.3066], [-3.2209, 0.7190, 1.6999], [-2.8511, 0.6384, 0.4336], [-0.3177, -0.1279, -1.7916], [1.0683, -0.5208, -2.6080], [-0.4860, 1.0237, -1.1065], [0.4514, 2.0137, -0.7878], [1.8063, 1.7464, -0.6287], [2.6811, 2.7538, -0.2655], [2.2125, 4.0361, -0.0455], [0.8621, 4.3035, -0.1952], [-0.0321, 3.3125, -0.5665], [-1.4880, 3.6291, -0.7456], [1.3725, -2.8918, -0.2779], [2.4806, -2.2687, 0.2722], [3.7067, -2.7391, -0.1155], [4.6461, -1.7842, -0.5722], [2.7307, 0.1222, 3.5419], [2.7167, 1.2603, 2.1598], [4.2617, 0.7470, 2.8849], [0.8246, -0.0836, 2.2670], [-1.0856, -1.1931, 1.2693], [-2.0031, -2.9810, -0.1019], [-0.9325, -4.1509, -0.8970], [-0.3479, -2.5198, -2.6384], [-2.1063, -2.7644, -2.5917], [-2.8065, 0.5871, -2.1452], [-3.4302, -1.0627, -2.3233], [-4.4554, -2.1745, -0.4114], [-5.1499, -2.0259, 1.9708], [-4.3193, -0.1148, 3.3441], [-2.8350, 1.5706, 2.2451], [-1.3818, 1.1432, -0.6309], [2.1725, 0.7467, -0.7864], [3.7312, 2.5291, -0.1510], [2.8917, 4.8259, 0.2390], [0.4947, 5.3062, -0.0270], [-1.8192, 3.3441, -1.7441], [-1.6609, 4.6946, -0.6177], [-2.1011, 3.0925, -0.0214], [1.5492, -3.6701, -1.0041], [5.0139, -1.1530, 0.2392], [5.4690, -2.3622, -0.9901], [4.2084, -1.1570, -1.3550]]
}

---

Version two
{
  "formula": "C24H27N3O2S",
  "method": "the ωB97M-V functional and the def2-TZVPD basis",
  "homo_energy_ha": -0.2987,
  "smiles": "COc1ccc([C@@H](/C=C/N2[C@H](Cc3ccccc3)C(=O)N(C)C2(C)C)SC#N)cc1",
  "charge": 0,
  "elements": ["C", "O", "C", "C", "C", "C", "C", "C", "C", "N", "C", "C", "C", "C", "C", "C", "C", "C", "C", "O", "N", "C", "C", "C", "C", "S", "C", "N", "C", "C", "H", "H", "H", "H", "H", "H", "H", "H", "H", "H", "H", "H", "H", "H", "H", "H", "H", "H", "H", "H", "H", "H", "H", "H", "H", "H", "H"],
  "positions_angstrom": [[1.0699, -5.9819, 5.6084], [0.5273, -6.3567, 4.3113], [0.2831, -5.4143, 3.3658], [-0.3146, -5.8745, 2.1659], [-0.6402, -4.9901, 1.1566], [-0.4135, -3.6082, 1.3032], [-0.8338, -2.5669, 0.2560], [-0.2706, -1.1708, 0.4004], [-0.5437, -0.1926, -0.5065], [-0.2739, 1.1413, -0.3667], [-0.5242, 2.0801, -1.4632], [0.3224, 1.7809, -2.6936], [0.0962, 2.7913, -3.7866], [1.1613, 3.5408, -4.2941], [0.9143, 4.5603, -5.2191], [-0.3929, 4.7772, -5.6848], [-1.4503, 3.9724, -5.2257], [-1.1939, 2.9618, -4.2926], [-0.1733, 3.4079, -0.8080], [-0.2589, 4.5329, -1.3135], [0.2488, 3.1629, 0.4685], [0.7078, 4.2278, 1.3290], [0.2867, 1.7611, 0.8464], [-0.5670, 1.5371, 2.1095], [1.7352, 1.3043, 1.1092], [-0.5689, -3.6479, -1.2316], [-2.2153, -3.9046, -1.6159], [-3.3648, -3.9894, -1.7914], [0.1966, -3.1649, 2.4882], [0.5495, -4.0342, 3.5205], [1.1283, -6.9560, 6.1050], [2.0742, -5.5281, 5.5130], [0.3883, -5.3024, 6.1540], [-0.5175, -6.9365, 2.0748], [-1.0861, -5.4622, 0.2699], [-1.9533, -2.4397, -0.0015], [0.3578, -0.7963, 1.2371], [-1.0057, -0.4103, -1.4765], [-1.6002, 2.0875, -1.7310], [1.3791, 1.7795, -2.3949], [0.0922, 0.7765, -3.0796], [2.1664, 3.3608, -3.9036], [1.7411, 5.1887, -5.5698], [-0.5875, 5.5671, -6.4158], [-2.4736, 4.1332, -5.5793], [-1.9989, 2.3324, -3.9023], [0.6689, 5.1513, 0.7528], [0.0772, 4.3429, 2.2197], [1.7391, 4.0663, 1.6672], [-1.5152, 2.0862, 2.0069], [-0.7633, 0.4743, 2.2953], [0.0001, 1.9388, 2.9593], [2.3913, 1.6674, 0.3023], [2.0391, 1.7486, 2.0650], [1.8198, 0.2146, 1.1930], [0.3509, -2.1018, 2.6592], [0.9881, -3.6258, 4.4343]]
}

---

Verdict on stability: version two comes out at the bottom.

---

Version one
{
  "formula": "C6H6N2",
  "method": "the ωB97M-V functional and the def2-TZVPD basis",
  "homo_energy_ha": [-0.2893, -0.3102],
  "smiles": "C=NC1=C=CN=CC1",
  "charge": 0,
  "elements": ["C", "N", "C", "C", "C", "N", "C", "C", "H", "H", "H", "H", "H", "H"],
  "positions_angstrom": [[-2.4137, -0.7067, 1.5087], [-1.7972, -0.5318, 0.4100], [-0.4795, 0.0075, 0.3689], [1.1853, 0.2491, 1.1267], [2.2919, 0.0994, 0.4605], [2.0918, -0.4003, -0.9003], [1.0405, -0.2425, -1.5412], [-0.1661, 0.6353, -0.9438], [-2.0995, -0.0752, 2.3490], [-3.1573, -1.4394, 1.5224], [3.2996, 0.5065, 0.6284], [1.0422, -0.4063, -2.5420], [0.1771, 1.6416, -0.8469], [-1.0152, 0.6628, -1.6004]]
}

---

Version two
{
  "formula": "C6H6N2",
  "method": "the ωB97M-V functional and the def2-TZVPD basis",
  "homo_energy_ha": -0.3183,
  "charge": 0,
  "elements": ["C", "C", "C", "C", "C", "C", "N", "N", "H", "H", "H", "H", "H", "H"],
  "positions_angstrom": [[0.8748, -1.4897, 0.9272], [0.2729, -0.7029, -0.1858], [0.4725, -1.5369, -1.3934], [-1.3328, 2.7218, 0.0795], [-0.2555, 0.4337, 0.3580], [-0.9679, 1.5179, -0.3385], [1.5176, -2.4831, 0.4852], [1.1734, -2.5459, -0.8854], [0.9761, -1.3280, 2.0134], [-1.7351, 3.4888, -0.5751], [-1.2876, 3.0298, 1.0511], [-0.1275, 0.6963, 1.3394], [-0.9847, 1.5468, -1.4667], [1.4036, -3.3486, -1.4089]]
}

---

Verdict on stability: version one comes out at the bottom.

---

Version one
{
  "formula": "C12H36O6",
  "method": "the ωB97M-V functional and the def2-TZVPD basis",
  "homo_energy_ha": -0.3295,
  "smiles": "CCO.CCO.CCO.CCO.CCO.CCO",
  "charge": 0,
  "elements": ["C", "C", "O", "H", "H", "H", "H", "H", "H", "C", "C", "O", "H", "H", "H", "H", "H", "H", "C", "C", "O", "H", "H", "H", "H", "H", "H", "C", "C", "O", "H", "H", "H", "H", "H", "H", "C", "C", "O", "H", "H", "H", "H", "H", "H", "C", "C", "O", "H", "H", "H", "H", "H", "H"],
  "positions_angstrom": [[2.8315, -3.1445, 0.9366], [1.4905, -3.4365, 0.1696], [1.4295, -3.0085, -1.1794], [3.1415, -2.0345, 1.0636], [3.4185, -3.9635, 0.3776], [2.8245, -3.5645, 1.9666], [0.7845, -2.8795, 0.8556], [1.3045, -4.5765, 0.3006], [1.6655, -3.6775, -1.7194], [-0.5275, 0.3955, -4.6324], [-1.9155, 0.4485, -4.0554], [-2.2415, -0.6235, -3.3184], [0.1245, 0.3555, -3.8894], [-0.1875, 1.1735, -5.1354], [-0.4055, -0.4435, -5.3784], [-2.6945, 0.8485, -4.5954], [-1.8955, 1.3745, -3.4734], [-1.5655, -0.8945, -2.6664], [4.3155, -0.3505, -1.7624], [4.0485, -0.1105, -3.2054], [2.9235, 0.6985, -3.2404], [4.3235, 0.5835, -1.2744], [5.2955, -0.8375, -1.4894], [3.4995, -0.6545, -1.2344], [3.8645, -1.1305, -3.6814], [4.8835, 0.3875, -3.7614], [3.0855, 1.0915, -4.0544], [-1.0685, 0.6675, 4.0256], [-0.2275, -0.5375, 4.4466], [0.9185, 0.0365, 5.0836], [-0.4905, 1.1145, 3.1896], [-1.3135, 1.2545, 5.0706], [-2.0605, 0.4785, 3.7376], [0.0045, -1.2055, 3.5986], [-0.5445, -1.1885, 5.2836], [1.6285, -0.6765, 4.9706], [-0.9175, 1.1705, -0.4034], [0.0835, -0.1225, -0.4204], [-0.5495, -1.0165, -1.2504], [-0.6495, 1.8755, 0.3096], [-1.8915, 0.9275, 0.0036], [-0.9755, 1.5905, -1.2714], [0.1365, -0.4175, 0.5626], [1.0315, 0.1795, -0.5784], [0.0115, -1.7275, -1.2854], [-4.2475, 2.8385, 1.5126], [-3.8905, 3.1005, 2.9436], [-4.3435, 1.9695, 3.8586], [-5.4155, 2.7705, 1.4116], [-3.6445, 2.0255, 0.7856], [-4.0225, 3.6795, 0.9816], [-4.4445, 3.9375, 3.4126], [-2.7255, 3.0645, 3.2636], [-4.2155, 2.1845, 4.8356]]
}

---

Version two
{
  "formula": "C12H36O6",
  "method": "the ωB97M-V functional and the def2-TZVPD basis",
  "homo_energy_ha": -0.3686,
  "smiles": "CCO.CCO.CCO.CCO.CCO.CCO",
  "charge": 0,
  "elements": ["C", "C", "O", "H", "H", "H", "H", "H", "H", "C", "C", "O", "H", "H", "H", "H", "H", "H", "C", "C", "O", "H", "H", "H", "H", "H", "H", "C", "C", "O", "H", "H", "H", "H", "H", "H", "C", "C", "O", "H", "H", "H", "H", "H", "H", "C", "C", "O", "H", "H", "H", "H", "H", "H"],
  "positions_angstrom": [[4.8514, -1.4199, 1.0594], [5.6360, -1.0221, 2.2788], [7.0197, -1.0897, 1.9660], [5.2319, -2.3524, 0.6411], [4.8814, -0.6922, 0.2426], [3.7921, -1.5316, 1.2855], [5.3767, -1.6944, 3.1006], [5.3778, 0.0029, 2.5673], [7.5216, -1.2901, 2.7594], [-4.3579, -2.9878, -2.8194], [-3.3361, -3.1593, -1.7248], [-2.3578, -4.0665, -2.2028], [-4.9443, -3.9098, -2.9138], [-3.8746, -2.9031, -3.7940], [-5.0426, -2.1553, -2.6727], [-3.7934, -3.5198, -0.7997], [-2.8828, -2.1789, -1.5178], [-1.8416, -4.3863, -1.4575], [0.7072, -1.9899, -0.4737], [-0.1210, -1.0088, -1.2925], [-0.6942, 0.0079, -0.4680], [1.6374, -1.5170, -0.1722], [0.9957, -2.8880, -1.0306], [0.1450, -2.3337, 0.3961], [-0.9023, -1.5243, -1.8617], [0.5102, -0.5159, -2.0342], [-1.4800, -0.3591, -0.0431], [2.6901, 2.3626, -0.0256], [3.9124, 2.2039, 0.8943], [5.0711, 2.7700, 0.2718], [3.0031, 2.6013, -1.0414], [2.0528, 3.1793, 0.3087], [2.0973, 1.4438, -0.0851], [4.1583, 1.1755, 1.1537], [3.7470, 2.7712, 1.8083], [5.5329, 2.0692, -0.1951], [-1.8257, 3.2464, -0.5093], [-0.8988, 3.6471, 0.6228], [-0.5690, 2.5352, 1.4227], [-1.8501, 4.0751, -1.2309], [-2.8452, 3.0384, -0.2042], [-1.3758, 2.4149, -1.0556], [-1.4411, 4.3424, 1.2707], [-0.0471, 4.2143, 0.2352], [-0.0297, 1.9381, 0.8894], [-4.7947, 0.8295, 0.0529], [-4.4729, -0.2889, 1.0320], [-3.0368, -0.3757, 1.2661], [-4.4826, 1.7877, 0.4720], [-5.8760, 0.8856, -0.0964], [-4.2827, 0.6968, -0.8988], [-4.7748, -1.2641, 0.6608], [-4.9161, -0.0636, 2.0039], [-2.8012, 0.2489, 1.9590]]
}

---

Verdict on stability: version one comes out at the bottom.